Record 1
Computed, not measured: 2 unconnected molecules or ions with the total composition CClN3O6 at a distorted geometry, with ωB97M-V/def2-TZVPD.

Values from the calculation:
* E_LUMO: -2.57 eV
* energy relative to the best compared isomer or geometry (same formula, charge and spin): 0.00 kcal per mole

Positions of all 11 atoms, in Å:
C1 0.134 0.465 -0.202
N1 -1.396 -0.442 0.979
N2 1.369 0.197 0.535
N3 0.054 -0.257 -1.431
O1 -1.053 -1.436 1.500
O2 1.760 -0.944 0.583
O3 -0.979 -0.846 -1.592
O4 -2.338 0.282 0.959
O5 1.796 1.159 1.143
O6 1.053 -0.348 -2.125
Cl1 -0.399 2.171 -0.349

Record 2
Computed, not measured: C5H7NO in the gas phase, with ωB97M-V/def2-TZVPD.

Values from the calculation:
* E_LUMO: 0.65 eV
* energy relative to the best compared isomer or geometry (same formula, charge and spin): 89.11 kcal per mole

Positions of all 14 atoms, in Å:
O1 1.438 1.057 -1.285
C1 0.750 0.716 -0.189
C2 1.242 -0.337 0.635
C3 0.410 -1.515 -0.084
C4 -0.891 -1.192 -0.132
C5 -1.430 0.163 0.371
N1 -0.499 1.203 -0.102
H1 0.934 -0.287 1.683
H2 2.324 -0.451 0.558
H3 2.023 0.313 -1.494
H4 -1.630 -1.907 -0.493
H5 -1.445 0.182 1.470
H6 -2.439 0.411 0.029
H7 -0.788 1.644 -0.969

Record 3
Computed, not measured: 7 unconnected molecules or ions with the total composition C5H25N2O6 at a distorted geometry, with ωB97M-V/def2-TZVPD.

Values from the calculation:
* E_LUMO: -2.66 eV
* total charge: +1
* energy relative to the best compared isomer or geometry (same formula, charge and spin): 55.13 kcal per mole

Positions of all 38 atoms, in Å:
C1 -0.690 2.536 2.453
C2 -0.228 1.729 1.254
C3 -1.214 1.717 0.085
C4 -0.592 1.955 -1.265
C5 0.419 2.749 -1.587
N1 -1.234 1.189 -2.275
N2 0.038 0.319 1.734
H1 0.255 2.647 3.011
H2 -1.038 3.557 2.332
H3 -1.501 2.210 3.108
H4 0.728 2.123 0.924
H5 -1.720 2.691 0.179
H6 -1.956 0.923 0.089
H7 0.876 3.518 -0.973
H8 0.772 2.892 -2.603
H9 -0.593 0.979 -3.024
H10 -1.772 0.395 -1.980
H11 0.912 0.326 2.266
H12 0.094 -0.378 0.986
H13 -0.561 -0.085 2.459
H14 1.512 -2.044 -0.556
H15 1.196 -2.636 0.792
O1 1.488 -1.809 0.396
H16 3.284 -1.969 -2.050
H17 2.170 -1.242 -2.590
O2 2.342 -2.117 -2.244
H18 -1.346 -3.814 -0.693
H19 -2.946 -3.544 -0.790
O3 -2.119 -3.368 -0.335
H20 -1.796 -2.340 0.935
H21 -2.540 -2.067 2.152
O4 -1.855 -1.636 1.645
H22 -0.658 -2.600 -3.223
H23 0.656 -3.675 -2.749
O5 -0.133 -3.148 -2.740
H24 3.120 0.966 0.909
H25 3.710 1.685 2.208
O6 2.921 1.366 1.761

Record 4
Computed, not measured: 11 unconnected molecules or ions with the total composition C39H39Cl12N7 at a distorted geometry, with ωB97M-V/def2-TZVPD.

Values from the calculation:
* E_LUMO: 0.17 eV
* structure (SMILES): ClC(Cl)Cl.ClC(Cl)Cl.ClC(Cl)Cl.ClC(Cl)Cl.c1ccncc1.c1ccncc1.c1ccncc1.c1ccncc1.c1ccncc1.c1ccncc1.c1ccncc1

Positions of all 97 atoms, in Å:
Cl1 1.769 -7.363 4.052
C1 0.367 -6.552 4.604
Cl2 -0.430 -5.915 3.162
Cl3 0.755 -5.273 5.807
H1 -0.252 -7.355 5.004
Cl4 7.255 7.311 1.252
C2 6.452 6.641 2.727
Cl5 5.804 4.995 2.452
Cl6 5.310 7.800 3.461
H2 7.223 6.472 3.479
Cl7 3.561 3.248 7.334
C3 3.430 1.527 7.050
Cl8 1.988 0.921 7.884
Cl9 4.923 0.835 7.718
H3 3.397 1.260 5.994
Cl10 6.297 -4.106 3.779
C4 6.276 -2.617 2.790
Cl11 6.185 -2.995 1.018
Cl12 7.673 -1.573 3.155
H4 5.444 -1.962 3.051
C5 -7.312 -5.413 -1.628
C6 -6.912 -6.124 -0.485
C7 -6.397 -5.364 0.565
N1 -6.268 -4.025 0.514
C8 -6.649 -3.378 -0.625
C9 -7.151 -4.057 -1.751
H5 -7.761 -5.950 -2.450
H6 -7.053 -7.190 -0.387
H7 -6.190 -5.866 1.498
H8 -6.518 -2.309 -0.703
H9 -7.484 -3.512 -2.623
C10 1.217 -0.291 -5.510
C11 0.347 0.718 -5.881
C12 -0.269 0.617 -7.125
N2 0.014 -0.337 -8.066
C13 0.824 -1.344 -7.632
C14 1.408 -1.374 -6.370
H10 1.780 -0.195 -4.593
H11 0.194 1.658 -5.372
H12 -0.973 1.382 -7.417
H13 1.015 -2.209 -8.251
H14 2.146 -2.142 -6.191
C15 -5.807 -0.576 -6.757
C16 -6.527 0.593 -6.482
C17 -6.235 1.229 -5.304
N3 -5.295 0.814 -4.361
C18 -4.596 -0.320 -4.665
C19 -4.829 -1.042 -5.855
H15 -6.136 -1.208 -7.569
H16 -7.350 0.889 -7.116
H17 -6.889 2.057 -5.074
H18 -3.892 -0.718 -3.950
H19 -4.383 -2.007 -6.044
C20 -3.657 -4.822 8.210
C21 -3.590 -3.612 7.457
C22 -2.968 -2.501 8.004
N4 -2.493 -2.484 9.275
C23 -2.595 -3.646 10.042
C24 -3.131 -4.777 9.525
H20 -4.065 -5.769 7.887
H21 -4.048 -3.608 6.479
H22 -2.978 -1.578 7.443
H23 -2.269 -3.475 11.057
H24 -3.205 -5.680 10.113
C25 8.478 3.720 -3.085
C26 7.684 3.891 -4.249
C27 6.527 3.140 -4.275
N5 6.210 2.118 -3.395
C28 7.041 1.914 -2.337
C29 8.123 2.747 -2.110
H25 9.331 4.367 -2.948
H26 7.936 4.652 -4.973
H27 5.786 3.226 -5.056
H28 6.888 1.034 -1.730
H29 8.761 2.637 -1.245
C30 -0.200 5.994 -2.837
C31 -1.269 5.660 -1.999
C32 -1.155 5.752 -0.653
N6 0.018 6.076 -0.043
C33 1.081 6.232 -0.844
C34 1.015 6.298 -2.247
H30 -0.336 5.987 -3.909
H31 -2.244 5.370 -2.362
H32 -2.009 5.618 -0.006
H33 2.063 6.350 -0.410
H34 1.865 6.479 -2.888
C35 -1.014 0.559 0.839
C36 0.184 1.145 0.391
C37 1.352 0.906 1.096
N7 1.348 0.151 2.215
C38 0.204 -0.424 2.680
C39 -1.008 -0.180 2.039
H35 -1.965 0.576 0.328
H36 0.243 1.714 -0.525
H37 2.283 1.378 0.819
H38 0.221 -0.978 3.607
H39 -1.941 -0.459 2.504

Record 5
Computed, not measured: H3NOSi in the gas phase at a distorted geometry, with ωB97M-V/def2-TZVPD.

Values from the calculation:
* E_LUMO (alpha / beta): -0.09 / -0.09 eV
* energy relative to the best compared isomer or geometry (same formula, charge and spin): 146.52 kcal per mole

Positions of all 6 atoms, in Å:
N1 2.386 0.437 0.498
O1 1.006 0.363 0.244
Si1 -0.749 -0.086 -0.220
H1 -1.011 0.345 -1.551
H2 -0.213 -1.507 0.165
H3 -1.420 0.448 0.864

Record 6
Computed, not measured: a molecular structure, C15H23MoN4SSe2Te2 at a distorted geometry, with ωB97M-V/def2-TZVPD.

Values from the calculation:
* E_LUMO (alpha / beta): -4.80 / -4.34 eV
* total charge: +1
* energy relative to the best compared isomer or geometry (same formula, charge and spin): 0.00 kcal per mole

Positions of all 48 atoms, in Å:
Mo1 -1.381 -0.531 0.625
C1 0.928 5.217 0.132
C2 -0.165 4.800 1.109
N1 -1.088 3.844 0.529
C3 -0.844 2.550 0.411
S1 -2.213 1.542 -0.107
N2 0.292 2.004 0.699
N3 0.308 0.668 0.758
C4 1.473 0.089 0.935
C5 2.756 0.844 0.890
C6 1.410 -1.316 1.225
C7 2.521 -2.117 1.527
C8 2.333 -3.439 1.863
C9 1.032 -3.939 1.916
C10 -0.016 -3.099 1.602
N4 0.157 -1.824 1.242
H1 1.633 5.870 0.638
H2 0.508 5.748 -0.720
H3 1.462 4.341 -0.224
H4 -0.748 5.671 1.408
H5 0.281 4.337 1.992
H6 -1.970 4.183 0.172
H7 2.620 1.772 0.340
H8 3.533 0.247 0.419
H9 3.084 1.102 1.898
H10 3.513 -1.698 1.505
H11 3.176 -4.076 2.080
H12 0.843 -4.962 2.198
H13 -1.045 -3.440 1.627
Se1 -1.334 -0.371 3.266
Te1 -3.235 1.197 3.581
Te2 -5.070 -0.497 2.455
Se2 -3.670 -1.359 0.566
C11 0.388 -2.411 -2.677
C12 -0.806 -1.509 -2.301
C13 -0.413 -0.049 -2.547
C14 -2.034 -1.875 -3.154
C15 -1.150 -1.797 -0.887
H14 0.781 -2.115 -3.648
H15 0.098 -3.458 -2.725
H16 1.180 -2.305 -1.936
H17 -0.118 0.078 -3.588
H18 0.438 0.233 -1.916
H19 -1.250 0.624 -2.355
H20 -1.818 -1.703 -4.205
H21 -2.892 -1.268 -2.858
H22 -2.293 -2.923 -3.019
H23 -1.192 -2.883 -0.745